Molecular formula: C3H4OS3
Method: DFT, ωB97M-V/def2-TZVPD

Molar mass = 152.3 g mol⁻¹
Spin multiplicity = 1
Energy = -37725.9441 eV
Frontier orbital gap = 7.68 eV
LUMO level = -0.9 eV
SMILES = S=C1SCOCS1
Energy relative to the best compared isomer or geometry (same formula, charge and spin) = 64.1 kcal per mole
Net charge = 0

Geometry (Å):
S  -3.38618  0.02118  0.13441
C  -1.66435  0.26375  -0.28778
S  -0.68170  -1.15761  -0.68410
C  0.49835  -0.93685  0.77390
O  1.54562  -0.08462  0.41384
C  0.97355  0.89355  -0.60249
S  -0.68706  1.63243  0.01509
H  -0.16967  -0.80802  1.74494
H  0.95626  -2.07922  0.91275
H  1.58774  1.78017  -0.70341
H  1.02744  0.47524  -1.71715

Cartesian forces (eV/Å) of the 6 atoms listed first:
S 3.93 1.14 -1.27
C -3.40 -1.83 1.43
S -0.61 -0.68 1.23
C -0.33 -4.22 0.40
O -1.75 2.14 -1.53
C 0.51 -0.13 -0.33